#P
C3H4S | the ωB97M-V functional and the def2-TZVPD basis

Last columns: bonded neighbours and bond lengths (Å).
CARTESIAN COORDINATES (ANGSTROEM)
1 C -0.039 -1.096 -0.987  C2 1.207, H5 1.014
2 C 0.646 -2.025 -0.636  C1 1.207, H7 1.040
3 C -0.889 1.210 0.358  S4 1.621, H8 1.041
4 S 0.072 1.807 1.519  C3 1.621, H6 1.407
5 H -0.557 -0.269 -1.262  C1 1.014
6 H 1.160 2.064 0.665  S4 1.407
7 H 1.411 -2.711 -0.475  C2 1.040
8 H -1.803 1.018 0.819  C3 1.041

Output
Molecular weight, g mol⁻¹: 72.1
HOMO energy, eV: -8.89
LUMO level, eV: -0.2
HOMO-LUMO gap, eV: 8.739
Charge: 0

#Q
C3H4S | the ωB97M-V functional and the def2-TZVPD basis

Last columns: bonded neighbours and bond lengths (Å).
CARTESIAN COORDINATES (ANGSTROEM)
1 C -1.305 -0.136 0.066  C2 1.315, H5 1.078, H6 1.078
2 C -0.253 0.649 -0.006  C1 1.315, C3 1.681, H7 1.072
3 C 1.259 -0.084 -0.052  C2 1.681, S4 1.823, H8 1.087
4 S 3.080 -0.092 0.014  C3 1.823
5 H -2.295 0.287 0.115  C1 1.078
6 H -1.246 -1.212 0.095  C1 1.078
7 H -0.254 1.721 -0.036  C2 1.072
8 H 1.013 -1.133 -0.195  C3 1.087

Output
Molecular weight, g mol⁻¹: 72.1
HOMO energy, eV: -8.71
LUMO level, eV: -1.0
HOMO-LUMO gap, eV: 7.666
SMILES string: C=CC=S
Charge: 0

Q: What are the energies relative to the best structure? A: #P 227.2; #Q 0.0, in kJ/mol.

#P
C3H13N2O3 | the ωB97M-V functional and the def2-TZVPD basis

Last columns: bonded neighbours and bond lengths (Å).
CARTESIAN COORDINATES (ANGSTROEM)
1 C 0.465 0.970 0.269  N2 1.466, C5 1.532, H7 1.099, H8 1.100
2 N -0.185 -0.344 0.301  C1 1.466, C3 1.490, H9 1.012
3 C -1.137 -0.495 -0.835  N2 1.490, O4 1.341, H10 1.118, H11 1.108
4 O -2.207 0.309 -0.751  C3 1.341
5 C 1.994 0.891 0.257  C1 1.532, N6 1.455, H12 1.080, H13 1.077
6 N 2.658 0.973 1.550  C5 1.455, H14 1.015, H15 1.006
7 H 0.066 1.518 -0.596  C1 1.099
8 H 0.068 1.614 1.067  C1 1.100
9 H -0.733 -0.421 1.148  N2 1.012
10 H -0.494 -0.282 -1.724  C3 1.118
11 H -1.405 -1.566 -0.925  C3 1.108
12 H 2.277 -0.027 -0.238  C5 1.080
13 H 2.348 1.673 -0.393  C5 1.077
14 H 2.503 1.880 1.979  N6 1.015
15 H 2.375 0.223 2.158  N6 1.006
16 H 2.025 -2.338 1.274  O18 0.963
17 H 0.775 -2.173 0.450  O18 0.986
18 O 1.246 -2.838 1.006  H16 0.963, H17 0.986
19 H -3.454 0.294 -1.723  O21 1.018
20 H -4.957 -0.123 -1.888  O21 0.964
21 O -4.227 0.261 -2.385  H19 1.018, H20 0.964

Output
Molecular weight, g mol⁻¹: 125.1
HOMO energy, eV: -3.60
LUMO level, eV: 3.7
HOMO-LUMO gap, eV: 7.277
Charge: -1

#Q
C3H13N2O3 | the ωB97M-V functional and the def2-TZVPD basis

Last columns: bonded neighbours and bond lengths (Å).
CARTESIAN COORDINATES (ANGSTROEM)
1 C -0.074 0.122 1.503  N2 1.444, C5 1.576, H7 1.092, H8 1.120
2 N -0.315 1.195 0.568  C1 1.444, C3 1.580, H9 1.015
3 C 0.456 1.018 -0.800  N2 1.580, O4 1.327, H10 1.122, H11 1.111
4 O 1.476 1.865 -0.843  C3 1.327
5 C -0.845 -1.211 1.166  C1 1.576, N6 1.481, H12 1.088, H13 1.081
6 N -2.125 -0.876 0.501  C5 1.481, H14 1.015, H15 0.994
7 H 0.942 -0.106 1.831  C1 1.092
8 H -0.647 0.421 2.418  C1 1.120
9 H 0.128 2.003 0.992  N2 1.015
10 H 0.809 -0.046 -0.820  C3 1.122
11 H -0.418 1.169 -1.469  C3 1.111
12 H -0.285 -1.798 0.441  C5 1.088
13 H -1.173 -1.589 2.124  C5 1.081
14 H -2.190 0.107 0.257  N6 1.015
15 H -2.333 -1.438 -0.293  N6 0.994
16 H -1.811 -1.166 -2.657  O18 0.950
17 H -0.373 -1.049 -1.974  O18 0.964
18 O -0.872 -1.130 -2.794  H16 0.950, H17 0.964
19 H 2.641 1.282 0.176  O21 1.022
20 H 3.570 0.567 -0.652  O21 0.988
21 O 3.439 0.660 0.323  H19 1.022, H20 0.988

Output
Molecular weight, g mol⁻¹: 125.1
HOMO energy, eV: -3.67
LUMO level, eV: 3.6
HOMO-LUMO gap, eV: 7.308
Charge: -1

Q: What are the energies relative to the best structure? A: #P 0.0; #Q 90.1, in kJ/mol.